[1]
139
Properties=species:S:1:pos:R:3:lowdin_spin:R:1 method="wB97M-V/def2-TZVPD" total_charge=-4 homo_ev="2.363 / 2.685" e_lumo_ev="6.22 / 6.12" orbital_gap_ev="3.86 / 3.44" spin_multiplicity=2 s2=1.77
Br 4.14 -5.77 0.06 -0.20
Br 7.49 -5.96 0.49 -0.27
Br 6.62 1.19 2.69 0.00
Br 7.75 -1.80 2.11 -0.01
Br 5.95 -8.40 -1.03 -0.22
Br 4.71 -1.62 2.91 0.00
F -1.73 -3.25 -1.97 0.00
F 3.75 2.67 3.44 0.00
F -1.23 -4.06 -3.93 0.00
F -0.59 5.47 0.52 0.00
F 3.87 -0.45 -0.82 0.00
F 2.39 1.42 4.18 0.00
F 3.37 0.93 2.32 0.00
F 2.65 -0.92 -2.61 0.00
F -2.03 4.27 -0.39 0.00
F 4.80 -0.94 -2.73 0.00
F -2.27 6.38 -0.52 0.00
F 0.28 -3.21 -2.69 0.00
O 1.81 3.07 0.92 0.02
O -6.54 -0.30 -2.29 0.00
O 3.06 2.27 -2.01 0.12
O 0.80 4.49 -1.81 0.77
O -4.54 1.36 -4.16 0.85
O 0.13 6.61 -2.29 0.00
O 1.56 4.12 2.87 0.00
O 0.08 -4.04 4.77 0.00
O -2.54 -1.06 -3.60 0.00
O -6.17 -0.05 -0.06 0.00
O -0.91 -1.37 -5.07 0.00
O -4.68 -0.39 -1.71 0.01
O 3.48 1.27 -3.98 0.00
O -5.24 -2.54 3.28 0.00
N -0.55 0.13 -0.59 0.00
N 0.57 -1.38 0.67 0.00
N 1.68 -2.78 7.78 0.00
N -3.90 -3.05 0.72 0.00
C 0.93 -3.86 5.89 0.00
C 3.74 1.15 -2.57 0.00
C 2.77 1.90 3.04 0.00
C 0.58 5.65 4.58 0.00
C 0.88 -1.58 -6.80 0.00
C 3.79 -0.34 -2.16 0.00
C -0.69 7.49 -2.99 0.00
C 4.61 1.17 -4.88 0.00
C -0.97 -3.07 -3.06 0.00
C -0.85 1.37 -1.34 0.00
C 2.31 -1.68 5.84 0.00
C -0.39 5.30 -1.86 0.05
C 0.20 -5.34 4.13 0.00
C -0.67 -1.86 0.44 0.00
C -6.40 -1.92 3.76 0.00
C 0.04 8.86 -3.15 0.00
C -5.37 3.06 -2.52 0.02
C -4.21 -4.09 1.74 0.00
C -1.41 -0.86 -0.25 0.00
C -1.33 5.41 -0.59 0.01
C -1.25 -1.62 -3.68 0.00
C -5.48 -3.71 2.53 0.00
C 1.65 2.77 2.31 0.00
C 1.59 -1.99 1.39 0.00
C -5.79 -0.23 -1.31 0.00
C 0.43 -1.82 -5.38 0.00
C -4.57 2.74 -3.83 0.07
C -3.01 -4.30 2.67 0.00
C 0.74 4.23 4.07 0.00
C -3.23 3.50 -3.91 0.00
C 1.19 -2.51 6.47 0.00
C 1.77 -3.48 1.00 -0.01
C 4.20 1.25 -6.39 0.00
C 6.17 -0.67 2.01 0.00
C 0.64 -0.18 0.00 0.00
C 5.91 -6.46 -0.70 -0.27
H -3.31 4.58 -3.76 0.00
H -0.02 9.50 -2.27 0.00
H 1.95 -4.19 5.68 0.00
H 1.10 8.59 -3.14 0.00
H -0.03 5.83 5.46 0.00
H 2.56 -0.91 6.57 0.00
H 0.90 -4.11 1.18 0.00
H -5.80 -4.57 3.12 0.00
H -2.53 3.10 -3.18 0.00
H 5.15 0.24 -4.67 0.00
H 0.23 -1.99 6.41 0.00
H 1.89 -1.98 -6.90 0.00
H -3.24 -5.11 3.37 0.00
H 2.06 -3.69 -0.03 -0.01
H -2.77 3.37 -4.89 0.00
H -4.45 -4.99 1.18 0.00
H 0.64 -4.45 6.75 0.00
H 1.14 -1.26 -4.77 0.00
H -2.10 -4.54 2.12 0.00
H -6.20 -3.57 1.72 0.00
H 0.15 6.36 3.88 0.00
H -2.42 -0.86 -0.62 0.00
H 3.67 0.32 -6.63 0.00
H -0.22 -5.26 3.13 0.00
H 1.52 0.45 -0.03 0.00
H -1.87 1.34 -1.72 0.00
H 2.40 -3.90 1.79 0.00
H -0.22 3.76 3.86 0.00
H -5.66 4.11 -2.62 0.00
H -6.34 2.64 -2.25 0.00
H 6.04 -5.98 -1.67 -0.01
H 1.16 3.68 4.91 0.00
H -7.15 -1.77 3.00 0.00
H -7.10 -0.10 -0.30 0.00
H 1.50 6.19 4.80 0.00
H 3.10 -2.41 5.68 0.00
H 5.05 1.47 -7.05 0.00
H 2.14 -1.24 4.86 0.00
H 0.73 2.22 2.49 0.00
H 1.48 -2.01 8.41 0.00
H -1.12 -2.78 0.76 0.00
H -2.77 -3.40 3.23 0.00
H 3.54 2.10 -6.55 0.00
H -0.82 4.86 -2.75 0.02
H -0.89 7.18 -4.01 0.00
H 2.56 -1.53 1.20 0.00
H 5.88 -0.62 0.96 0.00
H 2.68 -2.95 7.86 0.00
H -0.69 2.16 -0.60 0.00
H -5.26 3.23 -4.53 0.04
H 0.27 -2.03 -7.58 0.00
H 1.39 -1.99 2.46 0.00
H -0.13 1.54 -2.14 0.00
H 4.80 1.39 -2.50 0.00
H -4.84 3.08 -1.58 0.00
H -0.30 9.44 -4.01 0.00
H -0.51 -0.97 -3.21 0.00
H 0.63 -2.89 -5.31 0.00
H 1.05 -0.52 -6.99 0.00
H -3.86 -2.15 1.19 0.00
H -6.87 -2.45 4.60 0.00
H 5.30 2.01 -4.78 0.00
H -1.67 7.64 -2.52 0.00
H -4.73 -2.91 0.18 0.00
H -0.42 -6.11 4.59 0.00
H -6.07 -0.96 4.15 0.00
H 1.18 -5.83 4.07 0.00


[2]
8
Properties=species:S:1:pos:R:3:nbo_charge:R:1 method="wB97M-V/def2-TZVPD" smiles="C=C.N#P" homo_ev=-9.712 e_lumo_ev=-0.27 orbital_gap_ev=9.44 relative_energy_kj_mol=135.4
P 3.34 0.71 0.14 0.88
N 2.42 -0.40 0.47 -0.88
C -0.28 -0.01 0.01 -0.38
C -1.59 -0.05 -0.29 -0.40
H -2.24 0.63 -0.79 0.19
H 0.40 0.78 -0.40 0.19
H -2.07 -0.87 0.18 0.18
H 0.02 -0.80 0.68 0.21


[3]
81
Properties=species:S:1:pos:R:3:mulliken_charge:R:1 method="wB97M-V/def2-TZVPD" total_charge=+2 homo_ev=-12.095 e_lumo_ev=-8.93 orbital_gap_ev=3.17
Sn -0.28 0.54 0.87 1.79
P 2.22 0.99 2.31 0.74
P -0.54 3.23 0.13 0.78
O -2.25 0.82 3.95 -0.14
O -1.11 -0.76 -0.54 -0.90
O -0.63 -2.63 -1.70 -0.65
N 3.06 2.37 -1.44 -0.58
N -2.55 -2.02 1.69 0.29
C -4.59 -0.02 -0.58 -0.75
C 1.51 1.19 -2.93 0.28
C 3.49 1.16 -1.00 0.49
C 1.71 -0.08 -2.18 0.21
C 0.30 2.60 -4.46 -0.53
C 0.30 3.62 -3.50 -0.56
C -0.79 4.47 1.45 -1.38
C 5.10 -0.11 0.26 -0.55
C 5.06 -1.10 -0.72 -0.53
C 1.14 -3.99 2.01 -0.90
C 3.99 -1.14 -1.62 -0.69
C -0.95 -3.25 2.98 -0.89
C -2.14 3.26 -0.75 -1.28
C -4.06 -2.98 -2.90 -1.64
C 4.21 0.96 0.24 0.11
C 0.81 -3.39 0.80 -0.72
C 2.17 1.91 3.88 -1.42
C 0.82 1.35 -4.14 -0.91
C 0.63 4.18 -1.03 -1.39
C 1.00 3.46 -2.30 0.08
C 3.11 -0.06 -1.66 0.45
C -3.99 -0.47 0.59 -0.70
C -3.36 -1.72 0.59 -0.39
C -3.08 -4.05 -0.36 -1.51
C -1.66 1.07 3.00 -0.11
C 0.27 -3.91 3.11 -0.75
C 3.78 1.69 1.48 -1.47
C -1.31 -2.67 1.76 0.07
C -4.08 -2.14 -1.66 1.31
C 1.94 2.37 -2.24 0.58
C 2.73 -0.68 2.86 -1.30
C -0.73 -2.05 -0.62 0.36
C -0.41 -2.72 0.68 1.22
C -4.61 -0.85 -1.69 -1.17
C -3.52 -2.63 -0.47 1.10
H -2.01 2.90 -1.78 0.36
H -5.05 -0.51 -2.63 0.38
H 1.47 -3.43 -0.06 0.57
H 3.11 -1.26 2.02 0.31
H -5.03 0.98 -0.62 0.57
H 1.53 4.38 -0.44 0.54
H -2.54 4.28 -0.77 0.52
H 0.96 -0.02 -1.18 -0.99
H 2.24 2.99 3.69 0.39
H -4.55 -2.45 -3.72 0.41
H 1.86 -1.22 3.27 0.30
H 3.83 -1.96 -2.32 0.54
H 3.53 2.73 1.23 0.50
H -3.94 0.16 1.48 0.54
H -3.80 -4.69 -0.89 0.62
H 0.52 -4.39 4.05 0.46
H -3.03 -3.21 -3.20 0.27
H -1.64 -3.20 3.82 0.51
H -1.26 4.00 2.33 0.35
H -1.44 5.28 1.09 0.47
H 4.56 1.64 2.24 0.65
H 0.18 4.89 1.76 0.40
H 5.82 -1.89 -0.75 0.46
H -2.11 -4.19 -0.85 0.19
H 3.51 -0.61 3.63 0.54
H 5.82 -0.17 1.07 0.48
H -4.58 -3.94 -2.75 0.35
H 0.11 5.12 -1.28 0.62
H -0.26 4.54 -3.67 0.48
H -2.95 -1.80 2.60 0.38
H 0.73 0.47 -4.80 0.52
H -2.86 2.60 -0.25 0.28
H 2.09 -4.52 2.11 0.46
H 1.43 -0.99 -2.73 0.97
H 3.00 1.60 4.53 0.49
H -3.00 -4.38 0.68 0.26
H 1.22 1.71 4.39 0.37
H -0.16 2.76 -5.44 0.46


Total energy for the records above, in order: -525888.277; -12915.126; -70425.626 eV